Below is 2 unconnected molecules or ions with the total composition C4H7NOS at a distorted geometry, with properties calculated with wB97M-V/def2-TZVPD.

Results
LUMO energy: 0.23 eV
energy relative to the best compared isomer or geometry (same formula, charge and spin): 2.099 eV
HOMO: -9.16 eV
SMILES: C=C(C#N)SC.O
Kohn-Sham gap: 9.393 eV
net charge: 0

Each line ends with the natural charge from an NBO analysis.
Element x y z (Å)
C (0.7054, -0.0170, -0.3708)  -0.35
C (-0.4896, -0.1332, 0.2443)  -0.31
C (-0.5239, 0.4698, 1.5097)  0.27
N (-0.6271, 0.8502, 2.5924)  -0.31
S (-2.0014, -0.8290, -0.3138)  0.35
C (-1.5255, -1.2609, -1.9838)  -0.79
H (1.5269, 0.1138, 0.2442)  0.23
H (0.9799, -0.5034, -1.3122)  0.20
H (-2.3149, -1.8105, -2.5470)  0.25
H (-0.6789, -1.8903, -2.0821)  0.22
H (-1.2781, -0.2993, -2.6707)  0.23
O (2.3860, 1.6512, 2.1130)  -0.99
H (1.9214, 1.1861, 2.8528)  0.50
H (1.9197, 2.4725, 1.7241)  0.49

Atomic forces in eV per Å
C -1.3 -2.2 -1.1
C 0.9 0.3 -1.7
C -0.9 -0.1 2.0
N 0.1 0.1 -0.3
S 0.1 0.0 -0.4
C -0.5 2.2 -2.8
H 1.5 1.3 1.1
H -0.6 0.4 0.1
H 0.1 0.6 0.9
H 1.0 -0.6 0.5
H -0.6 -2.0 1.8
O -0.5 1.0 -0.5
H -0.1 1.4 -1.2
H 0.6 -2.4 1.7



Below is a molecular structure, C4H7NOS at a distorted geometry, with properties calculated with wB97M-V/def2-TZVPD.

Results
LUMO energy: 0.75 eV
energy relative to the best compared isomer or geometry (same formula, charge and spin): 0.188 eV
HOMO: -8.91 eV
Kohn-Sham gap: 9.662 eV
net charge: 0

Each line ends with the natural charge from an NBO analysis.
Element x y z (Å)
C (1.4335, -0.1981, -0.1934)  0.65
C (0.0654, 0.0315, -0.8366)  -0.40
C (-0.7258, 1.1834, -0.1421)  -0.41
C (-1.7003, 0.2845, 0.6058)  -0.49
H (0.9810, -2.1517, 0.3499)  0.41
H (2.5729, -1.6134, 0.7275)  0.40
H (0.2247, 0.1477, -1.9018)  0.25
H (-0.0977, 1.8118, 0.4804)  0.23
H (-1.2602, 1.8440, -0.8850)  0.22
H (-1.4058, 0.1159, 1.6368)  0.21
H (-2.7554, 0.4498, 0.5335)  0.22
N (1.6989, -1.4617, 0.2250)  -0.82
O (2.2419, 0.7235, -0.1760)  -0.62
S (-1.2732, -1.1671, -0.4239)  0.14

Atomic forces in eV per Å
C 0.2 0.3 -0.5
C -0.3 0.2 0.5
C -0.4 0.6 -1.2
C 0.3 -0.8 0.2
H -0.3 0.1 -0.1
H -0.4 0.2 -0.4
H 0.0 0.1 -0.1
H 0.1 0.1 0.1
H 0.6 -0.8 0.7
H -0.1 0.0 0.2
H -0.5 0.6 0.1
N 0.9 0.1 0.6
O -0.5 -0.8 0.2
S 0.3 0.0 -0.2



Below is 2 unconnected molecules or ions with the total composition C4H7NOS at a distorted geometry, with properties calculated with wB97M-V/def2-TZVPD.

Results
LUMO energy (spin up / spin down): -1.14 / -1.50 eV
energy relative to the best compared isomer or geometry (same formula, charge and spin): 4.554 eV
HOMO (spin up / spin down): -10.03 / -8.11 eV
Kohn-Sham gap (spin up / spin down): 8.883 / 6.615 eV
net charge: 0

Each line ends with the natural charge from an NBO analysis.
Element x y z (Å)
C (2.0729, 0.0932, -0.4770)  0.19
C (-0.2096, 1.1550, -0.9032)  -0.67
C (-1.6109, -1.3403, 0.2094)  -0.75
C (0.6748, 0.0359, -0.3822)  -0.12
N (3.2412, 0.0548, -0.5529)  -0.28
O (1.0204, 0.6940, 2.0005)  -0.64
S (0.1182, -1.6299, -0.1660)  0.40
H (-1.2666, 1.2832, -0.3603)  0.24
H (0.2602, 2.1520, -0.7444)  0.26
H (-0.4779, 0.9783, -1.9636)  0.24
H (-2.0374, -1.2552, -0.7149)  0.22
H (-1.8666, -0.4856, 0.8692)  0.25
H (-1.8187, -2.2811, 0.7605)  0.24
H (1.8999, 0.5455, 2.4248)  0.43

Atomic forces in eV per Å
C 2.1 0.1 -0.2
C -1.8 0.7 1.3
C 1.0 -0.8 2.8
C -0.7 -0.6 0.6
N -1.8 0.1 0.0
O 0.0 0.0 -0.1
S 0.7 1.8 0.2
H 2.4 -0.7 -0.9
H -0.1 -0.9 -0.4
H 0.4 0.2 0.4
H -1.9 0.0 -2.0
H 0.6 -0.5 -0.4
H -0.6 0.6 -0.6
H -0.5 0.0 -0.8



Below is 2 unconnected molecules or ions with the total composition C4H7NOS at a distorted geometry, with properties calculated with wB97M-V/def2-TZVPD.

Results
LUMO energy: 0.35 eV
energy relative to the best compared isomer or geometry (same formula, charge and spin): 5.210 eV
HOMO: -7.03 eV
Kohn-Sham gap: 7.381 eV
net charge: 0

Each line ends with the natural charge from an NBO analysis.
Element x y z (Å)
C (-2.6441, -0.5112, -0.3065)  -0.48
C (-0.9801, 0.8330, 0.2919)  0.74
C (1.7876, -0.8915, -0.5419)  -0.61
C (1.4797, 0.1157, 0.6037)  -0.21
N (0.0513, 0.4292, 0.5693)  -0.48
O (-1.7040, 1.9176, 0.0529)  -0.69
S (-2.4965, -2.0750, 0.0012)  0.01
H (-3.6240, -0.1055, -0.4859)  0.16
H (2.8205, -0.7553, -0.7364)  0.21
H (1.0429, -0.5152, -1.3116)  0.22
H (1.7017, -1.9226, -0.4292)  0.22
H (2.0352, 1.0364, 0.5104)  0.20
H (1.7782, -0.3038, 1.6736)  0.22
H (-1.2482, 2.7482, 0.1085)  0.48

Atomic forces in eV per Å
C 2.3 0.4 1.8
C -6.8 -0.5 -2.6
C -1.3 3.2 -0.3
C -0.7 -1.9 2.4
N 5.5 -1.7 1.6
O -0.8 -0.2 0.0
S 0.2 0.3 -0.3
H -0.3 0.5 -0.4
H 1.0 0.4 -1.0
H 1.6 -0.8 0.1
H -0.9 -1.6 1.0
H 0.2 0.2 -0.4
H -0.9 0.8 -2.1
H 1.0 0.9 0.3



Below is a single C4H7NOS molecule at a distorted geometry, with properties calculated with wB97M-V/def2-TZVPD.

Results
LUMO energy: -0.35 eV
energy relative to the best compared isomer or geometry (same formula, charge and spin): 2.025 eV
HOMO: -9.01 eV
SMILES: [H]/N=C(/C=O)CSC
Kohn-Sham gap: 8.659 eV
net charge: 0

Each line ends with the natural charge from an NBO analysis.
Element x y z (Å)
H (0.9573, 1.4393, 1.7695)  0.35
N (1.6553, 0.8214, 1.4957)  -0.56
C (1.3947, -0.0213, 0.5986)  0.18
C (2.4459, -0.9113, -0.0052)  0.39
O (2.3161, -1.4838, -1.0699)  -0.49
C (0.0448, -0.3472, -0.0206)  -0.61
S (-1.1820, 1.0307, -0.1899)  0.17
C (-1.9784, 0.8833, 1.4753)  -0.73
H (3.3282, -1.1090, 0.6427)  0.13
H (0.0541, -0.8793, -0.9514)  0.27
H (-0.6408, -0.8210, 0.6546)  0.25
H (-2.3513, -0.1840, 1.7022)  0.21
H (-2.8959, 1.4752, 1.5391)  0.24
H (-1.1962, 1.0751, 2.1036)  0.20

Atomic forces in eV per Å
H -2.0 1.1 0.4
N 2.8 -1.5 -0.8
C -1.7 -0.2 -0.9
C 0.8 -1.1 0.0
O 0.0 0.8 1.0
C -1.4 1.8 0.5
S -0.1 0.3 0.0
C -2.0 -2.5 -2.0
H -0.1 0.3 -0.3
H 0.4 -0.2 -0.3
H 0.6 -1.4 0.6
H 0.7 1.3 -0.6
H 0.7 0.4 0.1
H 1.3 1.0 2.3



Below is a single C4H7NOS molecule at a distorted geometry, with properties calculated with wB97M-V/def2-TZVPD.

Results
LUMO energy: 0.36 eV
energy relative to the best compared isomer or geometry (same formula, charge and spin): 4.807 eV
HOMO: -8.14 eV
SMILES: C=CN(O)C(C)=S
Kohn-Sham gap: 8.500 eV
net charge: 0

Each line ends with the natural charge from an NBO analysis.
Element x y z (Å)
C (-2.0552, -1.3344, 0.1770)  -0.43
C (-1.9089, -0.0913, -0.0038)  -0.06
N (-0.5423, 0.5917, 0.0695)  -0.15
O (-0.7979, 1.9700, -0.2057)  -0.52
C (0.6642, 0.1145, -0.0340)  0.10
C (1.7674, 1.2314, 0.0961)  -0.67
S (1.2869, -1.4298, -0.0779)  -0.15
H (-2.9285, -2.0374, -0.1828)  0.24
H (-1.0185, -1.8854, 0.2543)  0.25
H (-2.6454, 0.5075, -0.4676)  0.22
H (-0.9067, 2.2978, 0.7531)  0.47
H (2.1341, 1.9594, -0.7933)  0.25
H (1.2996, 1.8324, 0.9056)  0.20
H (2.8497, 0.7800, 0.5254)  0.25

Atomic forces in eV per Å
C 1.3 -6.8 -0.8
C 2.5 3.2 -0.9
N -4.9 -0.2 -0.7
O 0.6 -0.1 2.8
C 4.1 0.5 -0.5
C 2.5 0.5 0.5
S -1.0 0.0 0.0
H 1.5 2.1 1.2
H -2.3 0.7 0.5
H -0.4 1.2 0.1
H 0.1 -0.1 -2.2
H -1.6 -1.9 1.8
H 1.0 0.3 -0.5
H -3.4 0.9 -1.2



Below is a single C4H7NOS2 molecule at a distorted geometry, with properties calculated with wB97M-V/def2-TZVPD.

Results
LUMO energy: 0.52 eV
energy relative to the best compared isomer or geometry (same formula, charge and spin): 2.118 eV
HOMO: -8.21 eV
SMILES: NC(=S)SC[C@H]1CO1
Kohn-Sham gap: 8.734 eV
net charge: 0

Each line ends with the natural charge from an NBO analysis.
Element x y z (Å)
N (0.1761, 1.4154, -0.3295)  -0.82
C (0.2094, 0.9577, 0.9695)  -0.13
S (0.2319, 1.9419, 2.3157)  -0.17
S (-0.1292, -0.6886, 1.1709)  0.35
C (-0.7530, -1.2831, -0.4632)  -0.59
C (0.1154, -1.6684, -1.5995)  0.01
C (-0.4402, -1.4092, -2.8959)  -0.11
O (0.6862, -0.5672, -2.3542)  -0.51
H (0.2322, 2.4748, -0.4579)  0.42
H (0.1888, 0.7451, -1.1380)  0.43
H (-1.1511, -2.2761, -0.1100)  0.25
H (-1.6198, -0.6280, -0.6814)  0.24
H (0.8503, -2.4093, -1.4118)  0.21
H (-1.4524, -0.9322, -2.9879)  0.20
H (-0.2033, -1.9803, -3.9246)  0.21

Atomic forces in eV per Å
N 0.3 1.0 0.5
C -1.0 2.3 -1.6
S 0.4 -0.4 -0.5
S 0.3 -1.7 -0.1
C -1.2 -1.0 2.1
C 0.5 1.4 0.2
C 0.4 0.0 -3.5
O -1.9 -0.9 -0.7
H 0.0 -2.4 0.2
H 0.3 1.3 0.9
H -0.1 0.9 -0.3
H 0.6 -0.4 -0.4
H 0.3 -0.9 0.1
H 1.2 -0.2 0.4
H -0.1 1.1 2.8



Below is 2 unconnected molecules or ions with the total composition C4H7NS at a distorted geometry, with properties calculated with wB97M-V/def2-TZVPD.

Results
LUMO energy: -0.18 eV
energy relative to the best compared isomer or geometry (same formula, charge and spin): 5.527 eV
HOMO: -8.45 eV
Kohn-Sham gap: 8.268 eV
net charge: 0

Each line ends with the natural charge from an NBO analysis.
Element x y z (Å)
C (-1.6304, 0.7976, -0.2775)  0.46
C (0.9963, -0.4795, 0.4396)  -0.13
C (-2.1818, 1.8547, 0.2581)  -0.69
C (1.7431, -1.7555, 0.2434)  -0.80
N (-1.5185, -0.1625, -1.0696)  -0.66
S (1.7066, 0.7956, -0.5306)  0.08
H (-1.6829, 2.3732, 1.1286)  0.24
H (-3.2230, 2.1814, 0.0664)  0.26
H (1.3696, 1.9011, 0.1118)  0.13
H (2.0837, -1.9565, -0.8394)  0.22
H (2.7188, -1.7902, 0.8106)  0.27
H (1.2195, -2.6103, 0.7124)  0.23
H (-1.6011, -1.1491, -1.0538)  0.40

Atomic forces in eV per Å
C -2.2 -3.7 -2.8
C 1.5 1.7 0.3
C 0.7 1.5 2.3
C 0.8 -1.0 -1.1
N 0.9 3.9 0.9
S 0.5 -2.0 0.3
H -0.5 -0.6 -1.3
H 0.9 -0.6 -0.2
H -0.9 0.2 0.3
H -0.6 0.0 1.4
H -0.8 0.8 -0.4
H -0.1 0.3 -0.7
H -0.3 -0.6 1.0



Below is a single C4H7NS molecule at a distorted geometry, with properties calculated with wB97M-V/def2-TZVPD.

Results
LUMO energy: 0.61 eV
energy relative to the best compared isomer or geometry (same formula, charge and spin): 0.656 eV
HOMO: -9.67 eV
SMILES: CC(C)(S)C#N
Kohn-Sham gap: 10.282 eV
net charge: 0

Each line ends with the natural charge from an NBO analysis.
Element x y z (Å)
C (-0.8228, 0.9920, -0.0357)  -0.60
C (0.1924, -0.1294, -0.3258)  -0.26
C (0.3291, -1.0441, 0.9110)  -0.60
S (1.8033, 0.6821, -0.7257)  0.01
C (-0.2606, -0.8228, -1.4994)  0.26
N (-0.7938, -1.1368, -2.4736)  -0.28
H (-0.9059, 1.6838, -0.8980)  0.24
H (-0.6442, 1.5981, 0.8633)  0.22
H (-1.8422, 0.5393, 0.1166)  0.22
H (-0.6642, -1.4880, 1.1293)  0.22
H (0.6308, -0.3925, 1.7741)  0.22
H (1.0539, -1.8462, 0.7391)  0.23
H (1.9244, 1.3646, 0.4247)  0.12

Atomic forces in eV per Å
C -1.8 0.1 -0.4
C 0.6 1.1 1.9
C -0.4 0.4 0.3
S 0.2 -0.3 -0.3
C -0.9 0.0 -1.5
N 0.5 -0.3 0.6
H 0.1 -0.4 0.5
H 0.5 -0.4 -0.2
H 0.9 0.3 -0.2
H 0.6 0.2 0.0
H -0.2 -0.8 -0.7
H -0.1 0.3 0.1
H -0.2 -0.1 0.0